Entry 1:
A cluster of 2 separate species, C5H11NO4 in total in a non-equilibrium geometry, computed with ωB97M-V/def2-TZVPD.

Positions of all 21 atoms, in Å:
C: -0.329 -1.495 1.493
C: 0.600 -0.956 0.438
O: 1.006 -1.652 -0.490
C: 1.593 0.235 0.984
O: 2.666 -0.386 1.666
H: -0.812 -0.669 2.020
H: 0.229 -2.129 2.183
H: -1.104 -2.090 1.001
H: 1.978 0.774 0.113
H: 1.106 0.913 1.689
H: 3.077 -0.999 1.031
C: -0.994 0.019 -2.269
N: -1.310 0.263 -0.873
C: -1.003 1.443 -0.211
O: -1.513 1.783 0.841
O: -0.200 2.255 -0.926
H: 0.054 0.260 -2.452
H: -1.185 -1.034 -2.482
H: -1.643 0.629 -2.900
H: -2.135 -0.198 -0.505
H: -0.083 3.034 -0.350

Results
E_LUMO = 0.62 eV
DFT total energy = -15043.3242 eV
energy relative to the best compared isomer or geometry (same formula, charge and spin) = 123.2 kJ/mol
frontier orbital gap = 9.931 eV

=====

Entry 2:
An isolated molecule of C2H6N2S in a non-equilibrium geometry, computed with ωB97M-V/def2-TZVPD.

Positions of all 11 atoms, in Å:
C: -1.642 -0.715 1.443
N: -0.391 0.066 1.278
C: 0.214 0.079 0.100
S: 1.540 1.023 -0.111
N: 1.690 0.745 -1.783
H: -1.668 -1.267 0.502
H: -2.464 -0.098 1.397
H: -1.446 -1.350 2.362
H: -0.142 -0.369 -0.875
H: 1.771 1.614 -2.278
H: 2.538 0.271 -2.036

Results
E_LUMO = 0.66 eV
DFT total energy = -15985.0409 eV
energy relative to the best compared isomer or geometry (same formula, charge and spin) = 169.6 kJ/mol
frontier orbital gap = 9.258 eV

=====

Entry 3:
A structure of composition C49H116As6F36N4O3P in a non-equilibrium geometry, computed with ωB97M-V/def2-TZVPD.

Positions of all 215 atoms, in Å:
C: -9.627 2.225 2.606
C: -8.563 1.549 1.574
C: -7.173 1.098 2.218
C: -7.431 0.016 3.333
P: -6.021 -0.249 4.466
C: -6.528 -1.546 5.543
C: -5.394 -1.920 6.605
C: -5.945 -2.925 7.662
C: -6.193 -4.340 7.222
C: -5.760 1.273 5.533
C: -6.949 1.936 6.341
C: -6.500 3.125 7.253
C: -5.784 4.247 6.522
C: -4.521 -0.640 3.459
C: -4.424 -2.007 2.669
C: -3.092 -2.350 1.974
C: -2.844 -1.520 0.695
H: -10.121 1.440 3.178
H: -10.415 2.714 2.032
H: -9.111 2.894 3.294
H: -8.183 2.253 0.834
H: -9.077 0.741 1.054
H: -6.832 1.994 2.736
H: -6.379 0.896 1.499
H: -7.637 -0.907 2.792
H: -8.322 0.206 3.932
H: -7.051 -2.356 5.035
H: -7.259 -1.167 6.257
H: -5.051 -1.040 7.150
H: -4.512 -2.318 6.104
H: -6.914 -2.677 8.096
H: -5.254 -2.873 8.504
H: -6.731 -4.934 7.962
H: -5.282 -4.914 7.056
H: -6.716 -4.232 6.272
H: -5.427 2.046 4.841
H: -4.898 1.103 6.177
H: -7.480 1.116 6.825
H: -7.656 2.330 5.611
H: -5.897 2.657 8.030
H: -7.342 3.587 7.768
H: -4.949 3.806 5.977
H: -5.383 5.008 7.192
H: -6.434 4.661 5.752
H: -3.722 -0.487 4.184
H: -4.408 0.240 2.826
H: -5.218 -1.981 1.922
H: -4.716 -2.862 3.280
H: -3.045 -3.431 1.844
H: -2.280 -2.168 2.678
H: -3.761 -1.380 0.124
H: -1.999 -1.894 0.117
H: -2.502 -0.525 0.978
C: 4.757 -4.933 -4.082
C: 3.751 -4.106 -4.942
N: 2.272 -4.462 -4.685
C: 2.022 -4.151 -3.188
C: 1.312 -3.636 -5.540
C: 1.235 -2.104 -5.385
C: 1.863 -5.984 -4.849
C: 2.498 -6.711 -6.045
O: 2.115 -6.217 -7.308
C: 2.693 -6.880 -8.430
H: 4.671 -4.738 -3.013
H: 5.804 -4.693 -4.263
H: 4.463 -5.983 -4.055
H: 3.864 -4.247 -6.016
H: 3.912 -3.049 -4.730
H: 2.343 -3.116 -3.072
H: 2.619 -4.820 -2.568
H: 1.012 -4.380 -2.846
H: 0.287 -3.973 -5.384
H: 1.619 -3.965 -6.533
H: 0.437 -1.685 -5.998
H: 2.114 -1.472 -5.511
H: 0.956 -1.831 -4.367
H: 0.791 -6.056 -4.665
H: 2.236 -6.429 -3.926
H: 2.228 -7.763 -5.951
H: 3.585 -6.705 -5.966
H: 3.771 -6.740 -8.512
H: 2.128 -6.358 -9.203
H: 2.422 -7.920 -8.611
C: 6.640 -3.453 3.461
C: 6.353 -3.357 1.941
N: 7.576 -3.658 1.020
C: 8.004 -5.068 1.263
C: 7.022 -3.412 -0.444
C: 7.850 -3.956 -1.625
C: 8.754 -2.713 1.296
C: 8.499 -1.208 1.289
O: 8.452 -0.801 -0.057
C: 8.277 0.568 -0.390
H: 7.274 -2.587 3.653
H: 7.155 -4.349 3.807
H: 5.684 -3.306 3.963
H: 5.986 -2.358 1.707
H: 5.492 -3.960 1.653
H: 7.138 -5.724 1.174
H: 8.361 -5.235 2.279
H: 8.765 -5.305 0.520
H: 6.891 -2.332 -0.509
H: 6.043 -3.877 -0.558
H: 7.406 -3.652 -2.573
H: 7.850 -5.045 -1.582
H: 8.850 -3.524 -1.594
H: 9.365 -3.053 0.460
H: 9.277 -3.105 2.168
H: 9.375 -0.734 1.733
H: 7.563 -0.974 1.797
H: 7.222 0.843 -0.401
H: 8.681 0.810 -1.373
H: 8.601 1.291 0.359
C: 4.085 1.409 0.939
C: 2.961 0.488 0.386
N: 1.533 0.987 0.123
C: 0.814 1.189 1.485
C: 1.602 2.360 -0.613
C: 0.183 3.061 -0.889
C: 0.740 -0.107 -0.693
C: 0.961 -1.613 -0.250
O: 0.398 -1.709 1.012
C: 0.637 -3.041 1.516
H: 3.648 1.935 1.788
H: 4.425 2.037 0.116
H: 4.971 1.002 1.427
H: 2.871 -0.414 0.991
H: 3.329 0.153 -0.585
H: 1.441 1.907 2.014
H: 0.791 0.262 2.059
H: -0.201 1.550 1.323
H: 2.172 2.091 -1.502
H: 2.264 2.975 -0.003
H: -0.488 3.157 -0.036
H: -0.442 2.466 -1.555
H: 0.352 4.055 -1.304
H: 1.104 0.126 -1.694
H: -0.286 0.175 -0.456
H: 1.963 -2.028 -0.361
H: 0.443 -2.226 -0.988
H: 1.697 -3.252 1.662
H: 0.144 -3.807 0.918
H: 0.268 -3.153 2.535
C: -6.332 5.001 -5.200
C: -4.796 4.810 -5.505
C: -4.014 5.585 -4.439
C: -2.606 5.560 -4.781
N: -1.666 6.235 -3.757
C: -0.198 5.960 -4.011
C: 0.514 7.307 -3.931
C: -0.469 8.323 -3.419
C: -1.788 7.746 -3.888
C: -1.965 5.832 -2.290
H: -6.877 4.293 -5.826
H: -6.803 5.969 -5.373
H: -6.685 4.713 -4.210
H: -4.490 5.208 -6.473
H: -4.450 3.776 -5.497
H: -4.189 5.184 -3.441
H: -4.378 6.613 -4.432
H: -2.305 5.951 -5.753
H: -2.174 4.559 -4.794
H: 0.274 5.239 -3.344
H: -0.149 5.525 -5.009
H: 1.444 7.284 -3.363
H: 0.934 7.595 -4.895
H: -0.292 8.514 -2.360
H: -0.205 9.271 -3.889
H: -2.609 8.046 -3.237
H: -2.080 8.020 -4.902
H: -2.074 4.748 -2.267
H: -2.878 6.235 -1.851
H: -1.097 6.094 -1.683
As: 4.266 -0.206 4.496
F: 4.820 1.305 3.798
F: 4.576 -0.979 2.963
F: 3.900 -1.880 5.104
F: 3.988 0.552 6.067
F: 2.515 -0.042 4.041
F: 5.956 -0.616 4.951
As: -1.049 1.630 -5.584
F: -0.181 1.435 -7.117
F: -2.524 2.105 -6.451
F: -1.904 1.805 -4.000
F: 0.517 1.224 -4.728
F: -0.496 3.316 -5.672
F: -1.442 -0.148 -5.591
As: 5.138 -0.192 -2.999
F: 5.418 -0.430 -1.245
F: 3.566 -1.022 -2.949
F: 4.956 0.243 -4.769
F: 6.666 0.656 -3.035
F: 6.033 -1.741 -3.279
F: 4.342 1.372 -2.525
As: -1.205 -5.169 5.054
F: -0.963 -3.452 4.644
F: -0.709 -4.869 6.762
F: -1.538 -6.878 5.393
F: -1.752 -5.520 3.374
F: 0.523 -5.586 4.659
F: -2.899 -4.809 5.571
As: 3.277 6.092 0.421
F: 5.063 6.347 0.531
F: 3.463 4.775 1.636
F: 1.516 5.787 0.329
F: 3.117 7.390 -0.785
F: 3.635 4.950 -0.936
F: 3.020 7.340 1.647
As: -4.158 2.986 0.617
F: -3.694 3.150 -1.142
F: -5.881 3.406 0.294
F: -4.587 2.717 2.305
F: -2.398 2.619 0.954
F: -3.874 4.692 0.978
F: -4.469 1.240 0.288

Results
E_LUMO (spin up / spin down) = -1.61 / -7.87 eV
DFT total energy = -536957.0260 eV
multiplicity = 2
frontier orbital gap (spin up / spin down) = 8.617 / 2.358 eV

=====

Entry 4:
An isolated molecule of CH6N6 in a non-equilibrium geometry, computed with ωB97M-V/def2-TZVPD.

Positions of all 13 atoms, in Å:
H: -2.454 0.152 0.846
N: -2.908 -0.511 0.190
N: -2.129 -0.978 -0.625
N: -0.931 -0.757 -0.937
N: 0.200 -0.160 0.098
C: 0.565 1.247 0.155
N: 1.104 -1.116 -0.018
N: 2.299 -1.029 0.293
H: 2.583 -0.095 0.636
H: -0.284 -1.588 -1.136
H: 0.872 1.521 1.169
H: -0.302 1.835 -0.133
H: 1.385 1.479 -0.536

Results
E_LUMO = 0.67 eV
DFT total energy = -10069.0226 eV
energy relative to the best compared isomer or geometry (same formula, charge and spin) = 370.1 kJ/mol
frontier orbital gap = 10.142 eV

=====

- Among the records above, which one has the lowest DFT total energy?
  C49H116As6F36N4O3P